# 1
Entry from the Open Molecules 2025 dataset: a 3-piece molecular cluster, C22H45BN2O overall at a distorted geometry (ωB97M-V/def2-TZVPD).

Properties
- M (g mol⁻¹) = 364.4
- SMILES = CCCCCCCCCCCBOCCC.CCCC#N.CCCC#N
- total energy (eV) = -29242.0528
- frontier orbital gap (eV) = 10.437

Last column: Mulliken charge in e.
Geometry (Å):
C 0.667 2.975 0.679  -0.5479
C 0.102 3.526 -0.786  0.0136
C -1.362 2.879 -1.198  -0.7442
C -1.215 1.444 -2.021  -0.1233
C -1.679 0.186 -1.077  0.0009
C -0.656 -1.111 -1.116  -0.4159
C 0.920 -0.694 -0.869  0.2827
C 1.662 -1.765 0.152  -0.2269
C 3.001 -1.025 0.740  -0.6733
C 4.093 -0.559 -0.391  0.2842
C 5.236 0.336 0.370  -0.8120
B 5.058 1.965 0.231  0.5855
O 4.852 2.732 -1.012  -0.5631
C 5.750 2.307 -2.095  -0.2408
C 4.775 1.855 -3.358  -0.5032
C 3.194 2.302 -3.087  -0.4515
H 0.207 1.917 0.966  0.0335
H 1.840 2.938 0.705  0.0495
H 0.255 3.732 1.487  0.3813
H 0.086 4.706 -0.701  0.3435
H 0.923 3.238 -1.573  -0.2078
H -1.947 3.622 -1.918  0.2954
H -2.029 2.687 -0.242  0.3060
H -0.126 1.333 -2.478  -0.0135
H -1.944 1.519 -2.939  0.4397
H -1.824 0.528 0.040  0.1253
H -2.722 -0.188 -1.472  -0.1550
H -0.728 -1.722 -2.132  0.2927
H -0.971 -1.812 -0.226  -0.1032
H 1.007 0.369 -0.349  -0.3635
H 1.548 -0.680 -1.866  0.1560
H 1.865 -2.815 -0.343  0.3155
H 0.912 -1.973 1.056  -0.1847
H 2.633 -0.096 1.375  0.1950
H 3.523 -1.771 1.489  0.3797
H 4.637 -1.555 -0.761  0.2684
H 3.631 -0.071 -1.349  -0.2805
H 6.347 0.083 0.028  0.2138
H 5.160 0.064 1.527  0.2562
H 5.065 2.596 1.249  -0.1382
H 6.546 1.502 -1.800  0.1421
H 6.371 3.263 -2.447  0.3225
H 4.883 0.698 -3.570  0.2296
H 5.110 2.418 -4.354  0.3409
H 2.488 2.040 -4.011  0.2564
H 3.179 3.472 -2.873  0.2856
H 2.715 1.750 -2.160  -0.0943
C -0.747 -2.209 4.393  -1.2901
C -1.995 -1.923 3.567  -0.1022
C -2.635 -3.184 2.987  0.2718
C -1.771 -3.844 1.998  0.2050
N -1.087 -4.369 1.221  -0.4907
H 0.048 -2.645 3.779  0.3139
H -0.362 -1.281 4.826  0.3592
H -0.968 -2.900 5.213  0.3665
H -1.743 -1.221 2.764  0.0042
H -2.729 -1.423 4.210  0.3793
H -3.580 -2.909 2.505  -0.4209
H -2.882 -3.883 3.793  0.4093
C -5.547 -0.310 -0.422  -1.1080
C -5.874 -1.798 -0.420  -0.3941
C -6.805 -2.207 0.721  -0.4754
C -6.180 -2.040 2.039  0.3282
N -5.688 -1.903 3.082  -0.5036
H -4.997 -0.019 0.479  0.3290
H -4.922 -0.064 -1.287  0.2288
H -6.458 0.293 -0.480  0.3979
H -4.941 -2.372 -0.374  0.2576
H -6.356 -2.048 -1.373  0.3486
H -7.080 -3.260 0.589  0.2805
H -7.734 -1.629 0.671  0.3525


# 2
Entry from the Open Molecules 2025 dataset: a 2-piece molecular cluster, C3H3F3O overall at a distorted geometry (ωB97M-V/def2-TZVPD).

Properties
- M (g mol⁻¹) = 112.0
- total energy (eV) = -13355.5401
- frontier orbital gap (spin up / spin down) (eV) = 10.399 / 6.911
- energy relative to the best compared isomer or geometry (same formula, charge and spin) (kcal per mole) = 90.1

Last column: Mulliken charge in e.
Geometry (Å):
C 0.534 -0.388 3.568  0.4176
C 1.481 -0.522 -0.056  -0.7185
C 0.661 -1.446 0.709  0.4459
O 1.560 -0.290 4.158  -0.3459
F -0.522 0.272 3.966  -0.1627
F -0.670 -1.318 0.648  -0.2320
F 0.865 -2.727 0.741  -0.2330
H 2.351 -0.044 0.574  0.2364
H 0.719 0.218 -0.247  0.2949
H 1.899 -0.836 -1.079  0.2973


# 3
Entry from the Open Molecules 2025 dataset: a 7-piece molecular cluster, C53H95Cl4N4O14 overall at a distorted geometry (ωB97M-V/def2-TZVPD).

Properties
- M (g mol⁻¹) = 1154.2
- total energy (eV) = -141209.9605
- frontier orbital gap (eV) = 7.499
- charge = +1
- energy relative to the best compared isomer or geometry (same formula, charge and spin) (kcal per mole) = 0.0

Last column: Mulliken charge in e.
Geometry (Å):
C 3.507 5.032 -0.289  -1.9897
C 2.845 3.632 -0.296  0.3995
C 3.657 2.573 -1.097  -1.2155
C 2.761 1.383 -1.511  0.0705
C 3.245 0.850 -2.903  -1.5628
C 2.659 0.198 -0.480  1.0069
C 1.757 0.589 0.714  -1.9534
O 1.366 -0.549 1.495  0.1550
C 0.114 -0.243 2.047  -0.7421
C -1.086 -0.451 1.368  0.8179
C -2.300 -0.091 1.915  0.3909
C -3.585 -0.286 1.114  -1.3499
C -2.324 0.481 3.175  -1.6314
C -1.152 0.669 3.851  -0.2576
C 0.056 0.315 3.296  0.5075
C 1.333 0.601 4.117  2.0958
C 1.229 -0.097 5.487  -1.5572
C 1.493 2.139 4.216  -1.1968
N 1.770 -0.783 -1.255  0.3607
C 2.025 -2.092 -1.005  -1.7754
N 1.104 -2.859 -0.483  0.3334
C 1.253 -4.254 -0.106  -0.1843
Cl 1.227 -5.381 -1.510  -0.1402
C 2.411 -4.547 0.871  0.6024
C 1.883 -5.199 2.187  -1.5185
N 3.302 -2.587 -1.259  1.7468
N 3.632 -2.900 -2.608  -0.1912
C 2.599 -2.615 -3.609  -0.7924
C 3.941 -4.319 -2.720  0.6142
C 4.902 -4.977 -1.724  -1.0108
O 3.438 -5.020 -3.564  -0.5388
C 4.324 -1.872 -0.443  -0.7552
Cl 5.897 -1.906 -1.328  -0.1209
C 4.041 -0.398 -0.083  -0.1943
C 4.435 -0.134 1.410  -0.8900
Cl 6.007 -0.969 1.817  -0.0713
C 4.705 1.353 1.740  1.5700
C 6.120 1.857 1.359  -1.4812
Cl 4.619 1.485 3.558  -0.1110
H 2.989 5.748 -0.932  0.3611
H 4.571 4.997 -0.548  0.3787
H 3.425 5.425 0.731  0.4639
H 1.898 3.739 -0.844  0.5996
H 2.571 3.300 0.712  -0.3703
H 3.929 3.102 -2.018  0.6562
H 4.603 2.314 -0.614  0.4905
H 1.732 1.742 -1.641  0.9387
H 3.986 1.502 -3.367  0.4970
H 2.371 0.782 -3.555  0.3089
H 3.723 -0.128 -2.764  0.2980
H 2.194 1.356 1.360  -0.8699
H 0.831 1.027 0.310  1.4704
H -1.125 -0.874 0.361  -0.0874
H -4.248 0.547 1.372  0.5741
H -3.319 -0.149 0.066  0.2958
H -4.027 -1.270 1.263  0.0610
H -3.292 0.780 3.568  0.5034
H -1.218 1.140 4.828  0.4272
H 2.151 0.164 3.535  -0.8965
H 1.166 -1.181 5.324  0.3570
H 0.339 0.209 6.041  0.2935
H 2.152 0.110 6.037  0.4769
H 0.533 2.654 4.096  0.3417
H 2.129 2.514 3.405  0.1210
H 1.877 2.440 5.197  0.3668
H 0.791 -0.531 -1.151  0.6136
H 0.197 -2.433 -0.317  -0.2443
H 0.343 -4.510 0.444  0.7730
H 2.801 -3.571 1.181  -0.5558
H 3.183 -5.196 0.460  0.1999
H 1.572 -4.374 2.839  0.3492
H 2.734 -5.656 2.700  0.4239
H 1.069 -5.904 2.011  0.3895
H 2.969 -2.835 -4.611  0.3411
H 2.310 -1.563 -3.643  0.2076
H 1.677 -3.202 -3.484  0.2604
H 5.907 -4.688 -2.059  0.3123
H 4.811 -4.559 -0.718  0.2305
H 4.758 -6.054 -1.760  0.2769
H 4.497 -2.519 0.420  0.9305
H 4.775 0.189 -0.646  0.7274
H 3.725 -0.611 2.089  0.1853
H 3.979 2.067 1.364  -1.1602
H 6.063 2.944 1.207  0.4078
H 6.494 1.400 0.438  0.3413
H 6.811 1.723 2.190  0.4670
O 1.801 8.057 -1.265  -0.5895
C 2.768 8.774 -1.321  0.9265
O 3.732 8.661 -0.397  -0.3761
C 4.995 9.343 -0.471  -0.0051
C 4.896 10.747 0.085  -1.1295
C 2.873 9.860 -2.364  -1.1018
H 5.391 9.323 -1.485  0.0545
H 5.683 8.761 0.141  0.3702
H 4.201 11.359 -0.490  0.2713
H 5.873 11.230 0.074  0.3684
H 4.526 10.723 1.111  0.3374
H 2.315 10.731 -2.025  0.2792
H 2.432 9.491 -3.288  0.3162
H 3.895 10.151 -2.598  0.3279
O 7.287 10.115 -2.884  -0.5369
C 7.518 9.205 -3.632  0.8482
O 7.174 7.954 -3.270  -0.3612
C 7.243 6.827 -4.149  -0.3964
C 8.633 6.225 -4.172  -1.0201
C 8.263 9.425 -4.926  -1.1701
H 6.884 7.088 -5.145  0.3609
H 6.540 6.098 -3.747  0.3041
H 9.371 6.932 -4.552  0.2888
H 8.654 5.334 -4.801  0.3695
H 8.943 5.950 -3.164  0.3107
H 9.332 9.452 -4.718  0.2982
H 7.955 10.383 -5.338  0.3216
H 8.060 8.676 -5.688  0.3664
O -3.216 -2.324 -0.853  -0.5814
C -3.566 -3.480 -0.734  0.9013
O -4.097 -3.873 0.418  -0.1505
C -4.708 -5.170 0.625  -0.2408
C -3.663 -6.209 0.972  -1.1386
C -3.337 -4.490 -1.826  -1.0927
H -5.314 -5.456 -0.228  0.3338
H -5.387 -5.054 1.460  0.1977
H -2.944 -6.347 0.161  0.3532
H -4.138 -7.166 1.181  0.3759
H -3.095 -5.897 1.852  0.2412
H -2.320 -4.858 -1.762  0.1659
H -3.478 -3.995 -2.786  0.3371
H -4.027 -5.330 -1.801  0.3098
O -8.355 -5.266 3.939  -0.5552
C -7.420 -4.644 4.360  0.8130
O -6.176 -5.145 4.218  -0.3252
C -4.985 -4.415 4.520  -0.0920
C -4.634 -4.505 5.991  -1.2492
C -7.616 -3.354 5.121  -0.9936
H -5.060 -3.383 4.171  0.3959
H -4.195 -4.884 3.932  0.1065
H -5.408 -4.062 6.617  0.3021
H -3.692 -3.993 6.192  0.3872
H -4.538 -5.548 6.293  0.3285
H -7.854 -3.587 6.158  0.2705
H -8.451 -2.818 4.674  0.3228
H -6.760 -2.684 5.087  0.3112
O -6.778 -6.771 1.030  -0.4770
C -7.669 -7.090 0.289  0.8566
O -7.855 -6.392 -0.848  -0.3386
C -8.768 -6.786 -1.880  -0.4845
C -10.175 -6.307 -1.588  -1.0065
C -8.630 -8.193 0.651  -1.2749
H -8.720 -7.862 -2.051  0.3805
H -8.406 -6.310 -2.791  0.3358
H -10.568 -6.748 -0.672  0.2849
H -10.844 -6.565 -2.410  0.3685
H -10.186 -5.225 -1.453  0.3066
H -9.397 -7.788 1.311  0.2943
H -8.078 -8.968 1.177  0.3278
H -9.101 -8.670 -0.206  0.3806
O -7.344 3.559 -0.600  -0.5520
C -7.234 2.727 -1.456  0.7446
O -7.529 1.443 -1.169  -0.3845
C -7.599 0.406 -2.150  -0.5333
C -6.229 -0.178 -2.431  -0.7039
C -6.689 3.074 -2.821  -0.9183
H -8.098 0.756 -3.055  0.3885
H -8.239 -0.364 -1.722  0.3151
H -5.550 0.568 -2.845  0.2519
H -6.302 -1.006 -3.137  0.3795
H -5.777 -0.542 -1.507  0.1441
H -5.600 3.088 -2.774  0.2318
H -7.048 4.065 -3.090  0.3159
H -7.009 2.400 -3.612  0.3248


# 4
Entry from the Open Molecules 2025 dataset: an isolated molecule of C10H11NOS at a distorted geometry (ωB97M-V/def2-TZVPD).

Properties
- M (g mol⁻¹) = 193.3
- SMILES = COc1cc2sc(C)nc2cc1C
- total energy (eV) = -24917.4665
- frontier orbital gap (eV) = 8.702
- energy relative to the best compared isomer or geometry (same formula, charge and spin) (kcal per mole) = 94.7

Last column: Mulliken charge in e.
Geometry (Å):
C 2.951 -2.142 0.071  -0.7657
O 2.836 -0.748 0.246  -0.3747
C 1.503 -0.335 0.122  0.4179
C 0.561 -1.174 -0.127  -0.3870
C -0.760 -0.691 0.123  0.4459
S -2.189 -1.598 -0.154  -0.2660
C -3.143 0.040 0.030  0.5212
C -4.575 0.054 0.164  -0.8337
N -2.375 0.968 0.051  -0.4869
C -1.067 0.670 0.195  -0.0409
C -0.030 1.647 -0.058  -1.1724
C 1.243 1.120 0.010  1.0260
C 2.335 2.098 -0.145  -1.4089
H 4.001 -2.278 0.568  0.2188
H 1.975 -2.699 0.749  0.4014
H 2.987 -2.424 -1.048  0.2897
H 0.929 -2.234 -0.773  0.2971
H -4.904 1.042 -0.379  0.2636
H -5.217 -0.804 -0.371  0.2861
H -4.907 -0.130 1.311  0.2203
H -0.217 2.705 -0.170  0.3614
H 2.953 1.904 -0.963  0.3250
H 2.980 1.831 0.719  0.3057
H 2.130 3.177 -0.171  0.3560